This record from the OMol25 dataset describes a molecular structure, C61H74Ge2N5PdS5. The level of theory is wB97M-V/def2-TZVPD.

The geometry in XYZ format:
```
148
C61H74Ge2N5PdS5, DFT wB97M-V/def2-TZVPD
Pd -0.685 0.609 0.233
N 3.225 -3.677 -1.251
C 3.602 -3.481 0.166
C 4.039 -2.039 0.432
C 2.926 -0.986 0.446
N 2.409 -0.697 -0.902
C 1.778 -1.454 1.343
C 1.271 -2.848 0.981
N 0.678 -2.904 -0.409
C 2.413 -3.862 1.054
H 3.955 -3.327 -1.862
H 1.454 -3.019 -1.085
H 3.151 -4.670 -1.449
H 4.444 -4.127 0.431
H 4.821 -1.748 -0.276
H 4.508 -2.028 1.419
H 3.348 -0.082 0.895
H 3.113 -0.865 -1.609
H 2.144 0.280 -0.965
H 0.968 -0.708 1.370
H 2.124 -1.513 2.379
H 0.464 -3.125 1.658
H 0.149 -2.054 -0.627
H 0.004 -3.666 -0.483
H 2.058 -4.867 0.806
H 2.747 -3.903 2.093
C -5.427 1.528 -6.350
C -5.587 2.014 -4.936
C -4.651 2.868 -4.364
C -4.830 3.399 -3.093
C -3.806 4.352 -2.530
C -5.971 3.049 -2.360
C -6.903 2.158 -2.899
C -8.119 1.719 -2.126
C -6.698 1.662 -4.182
C -6.226 3.713 -1.045
C -7.068 4.823 -1.038
C -7.301 5.530 0.128
C -6.670 5.148 1.303
C -5.830 4.042 1.324
C -5.629 3.298 0.147
Ge -4.501 1.707 0.198
S -2.345 2.363 0.487
S -4.450 0.348 -1.535
Ge -4.006 -1.153 0.101
S -1.854 -1.425 0.309
S -4.791 0.169 1.748
C -4.892 -2.901 -0.057
C -4.895 -3.560 -1.299
C -5.541 -4.783 -1.439
C -6.188 -5.366 -0.363
C -6.171 -4.732 0.866
C -5.527 -3.508 1.037
C -5.529 -2.935 2.416
C -6.658 -2.278 2.907
C -7.874 -2.035 2.052
C -6.653 -1.820 4.222
C -5.556 -1.992 5.051
C -5.559 -1.483 6.466
C -4.444 -2.657 4.543
C -4.416 -3.143 3.245
C -3.219 -3.918 2.758
C -4.179 -3.004 -2.488
C -4.869 -2.290 -3.471
C -6.359 -2.073 -3.416
C -4.156 -1.776 -4.553
C -2.791 -1.962 -4.686
C -2.031 -1.359 -5.835
C -2.135 -2.730 -3.726
C -2.809 -3.267 -2.642
C -2.094 -4.179 -1.679
C -5.098 3.707 2.582
C -5.639 2.834 3.526
C -7.015 2.243 3.370
C -4.887 2.515 4.656
C -3.621 3.037 4.862
C -2.797 2.647 6.057
C -3.118 3.939 3.928
C -3.844 4.303 2.803
C -3.314 5.376 1.887
H -4.383 1.551 -6.663
H -5.993 2.160 -7.038
H -5.801 0.510 -6.468
H -3.772 3.151 -4.936
H -3.121 4.679 -3.314
H -3.214 3.885 -1.734
H -4.274 5.235 -2.093
H -8.013 1.904 -1.058
H -8.293 0.652 -2.270
H -9.013 2.247 -2.467
H -7.433 0.984 -4.605
H -7.533 5.130 -1.968
H -7.959 6.390 0.119
H -6.821 5.711 2.216
H -5.534 -5.272 -2.406
H -6.697 -6.314 -0.480
H -6.658 -5.185 1.722
H -7.663 -2.165 0.992
H -8.243 -1.019 2.200
H -8.682 -2.722 2.318
H -7.536 -1.316 4.605
H -6.539 -1.100 6.748
H -4.832 -0.679 6.590
H -5.290 -2.274 7.169
H -3.585 -2.821 5.186
H -2.568 -4.174 3.594
H -2.637 -3.336 2.038
H -3.522 -4.843 2.263
H -6.775 -2.301 -2.436
H -6.862 -2.709 -4.149
H -6.598 -1.035 -3.653
H -4.691 -1.205 -5.304
H -2.708 -1.001 -6.610
H -1.352 -2.084 -6.286
H -1.429 -0.511 -5.499
H -1.074 -2.933 -3.844
H -1.047 -4.292 -1.974
H -2.542 -5.174 -1.677
H -2.146 -3.802 -0.653
H -7.363 2.271 2.338
H -7.737 2.794 3.978
H -7.020 1.205 3.703
H -5.302 1.819 5.377
H -3.387 2.084 6.779
H -2.396 3.527 6.563
H -1.950 2.026 5.757
H -2.141 4.384 4.089
H -2.233 5.468 1.990
H -3.764 6.340 2.139
H -3.544 5.175 0.841
N -0.005 2.657 -2.304
C 0.696 3.240 -1.307
S 1.031 2.418 0.143
N 1.106 4.494 -1.543
C 1.912 5.346 -0.731
C 1.535 6.680 -0.644
C 2.300 7.567 0.094
C 3.439 7.123 0.750
C 3.814 5.791 0.650
C 3.061 4.897 -0.097
H -0.558 1.850 -2.046
H -0.346 3.213 -3.074
H 0.701 4.950 -2.347
H 0.635 7.021 -1.145
H 2.001 8.605 0.161
H 4.035 7.813 1.332
H 4.708 5.442 1.148
H 3.370 3.867 -0.189
```

Properties
2S+1: 3
charge: +1
frontier orbital gap (alpha / beta): 0.285 / 0.205 Eh
⟨S²⟩: 2.01
HOMO energy (alpha / beta): -9.53 / -9.86 eV
F_max: 0.976 eV Å⁻¹
relative energy (zero: lowest compared OMol25 entry of this formula, charge and spin): 13.9 kcal per mole
E_LUMO (alpha / beta): -1.79 / -4.28 eV